# C44H55NO6PS

5 unconnected molecules or ions with the total composition C44H55NO6PS in a non-equilibrium geometry (the ωB97M-V functional and the def2-TZVPD basis, OMol25).

Last column: Löwdin charge in e.
Atoms and positions in Å:
C1 -1.716 -4.561 0.108  -0.1065
C2 -2.877 -3.596 -0.391  -0.2474
C3 -2.860 -3.321 -1.938  -0.1962
C4 -3.648 -1.992 -2.341  -0.1544
C5 -2.683 -0.715 -2.429  -0.1008
C6 -2.581 -0.106 -0.995  -0.0495
C7 -1.312 -0.270 -0.283  0.0095
C8 -0.054 -0.975 -0.899  -0.4575
O1 -0.016 -2.147 -1.124  0.1453
O2 1.001 -0.114 -1.112  -0.0524
C9 2.275 -0.804 -1.015  -0.1236
C10 3.349 0.252 -0.437  -0.3269
C11 2.726 1.720 -0.338  -0.0777
C12 3.916 -0.267 0.969  -0.0816
C13 -1.207 0.261 1.091  -0.3468
S1 0.404 0.014 1.908  0.9105
C14 -2.339 0.965 1.713  -0.1333
C15 -2.161 1.533 3.154  -0.1585
O3 -3.195 1.172 4.067  -0.0887
C16 -2.858 0.036 4.850  -0.4566
C17 -3.162 -1.366 4.226  0.0450
O4 -2.408 0.230 5.935  0.1656
N1 -3.512 1.127 0.973  -0.0445
P1 -4.898 2.015 1.676  0.8362
O5 -5.701 1.018 2.450  -0.3683
C18 -3.656 0.609 -0.320  -0.1153
C19 -5.006 0.803 -1.093  -0.0851
C20 -6.185 -0.089 -0.491  -0.2404
O6 -7.275 0.403 -0.419  0.0790
H1 -1.244 -5.064 -0.770  0.0775
H2 -0.916 -3.961 0.627  0.0602
H3 -2.082 -5.294 0.879  0.0762
H4 -2.795 -2.642 0.198  0.0839
H5 -3.852 -4.082 -0.115  0.1099
H6 -1.836 -3.333 -2.397  0.1025
H7 -3.424 -4.159 -2.441  0.1189
H8 -4.192 -2.167 -3.309  0.1241
H9 -4.370 -1.782 -1.510  0.0753
H10 -3.138 0.014 -3.155  0.1234
H11 -1.699 -1.047 -2.838  0.1154
H12 2.674 -1.096 -2.026  0.1294
H13 2.277 -1.655 -0.294  0.1220
H14 4.234 0.312 -1.130  0.1307
H15 3.582 2.426 -0.045  0.0832
H16 2.377 2.063 -1.342  0.0806
H17 1.957 1.799 0.468  0.0367
H18 3.320 0.255 1.768  0.0495
H19 3.836 -1.372 1.122  0.0754
H20 4.998 0.006 1.108  0.0779
H21 0.054 -0.370 3.177  -0.0839
H22 -1.179 1.292 3.625  0.1072
H23 -2.194 2.659 3.069  0.1465
H24 -3.719 -1.188 3.266  0.0810
H25 -2.184 -1.875 4.054  0.0988
H26 -3.835 -1.894 4.946  0.0908
H27 -5.676 2.660 0.681  0.0538
H28 -4.416 2.969 2.633  0.0637
H29 -4.917 0.469 -2.165  0.1244
H30 -5.307 1.884 -1.156  0.1147
H31 -5.982 -1.154 -0.162  0.1443
C21 1.545 -2.144 -4.495  -0.1070
C22 1.341 -0.870 -5.010  -0.1034
C23 1.696 -0.585 -6.322  -0.0909
C24 2.247 -1.578 -7.123  -0.0805
C25 2.447 -2.854 -6.609  -0.0844
C26 2.100 -3.137 -5.293  -0.0864
H32 1.270 -2.364 -3.469  0.0788
H33 0.905 -0.096 -4.386  0.0929
H34 1.543 0.411 -6.721  0.0829
H35 2.520 -1.357 -8.148  0.1067
H36 2.875 -3.629 -7.235  0.1057
H37 2.262 -4.130 -4.891  0.1043
C27 7.875 5.423 1.189  -0.0913
C28 7.524 4.189 0.655  -0.0942
C29 6.392 3.526 1.115  -0.1049
C30 5.608 4.106 2.109  -0.1043
C31 5.959 5.342 2.639  -0.0973
C32 7.094 5.998 2.182  -0.0921
H38 8.759 5.936 0.830  0.1037
H39 8.133 3.743 -0.122  0.1016
H40 6.115 2.561 0.703  0.0832
H41 4.724 3.591 2.469  0.0927
H42 5.347 5.793 3.412  0.1006
H43 7.370 6.959 2.600  0.1035
C33 2.684 3.197 -5.625  -0.1020
C34 1.871 3.501 -6.711  -0.1031
C35 1.973 4.741 -7.330  -0.0933
C36 2.893 5.674 -6.868  -0.0913
C37 3.708 5.369 -5.784  -0.0927
C38 3.600 4.132 -5.160  -0.0970
H44 2.602 2.230 -5.140  0.0840
H45 1.157 2.771 -7.076  0.0890
H46 1.335 4.981 -8.172  0.1022
H47 2.976 6.639 -7.353  0.1033
H48 4.427 6.096 -5.426  0.1028
H49 4.232 3.896 -4.312  0.0988
C39 -3.471 -5.783 9.002  -0.0909
C40 -4.241 -5.462 7.890  -0.0955
C41 -4.092 -4.225 7.276  -0.1046
C42 -3.166 -3.312 7.768  -0.1008
C43 -2.394 -3.635 8.877  -0.0928
C44 -2.549 -4.869 9.496  -0.0905
H50 -3.590 -6.747 9.483  0.1033
H51 -4.958 -6.177 7.503  0.1017
H52 -4.698 -3.972 6.413  0.0907
H53 -3.046 -2.348 7.286  0.0803
H54 -1.671 -2.924 9.259  0.1023
H55 -1.951 -5.118 10.365  0.1031

Results
- total energy (eV) = -80409.37827
- net charge = +1
- spin multiplicity = 1

# C14H15N6OSZr

A molecular structure, C14H15N6OSZr in a non-equilibrium geometry (the ωB97M-V functional and the def2-TZVPD basis, OMol25).

Last column: Löwdin charge in e.
Atoms and positions in Å:
Zr1 0.112 -0.140 0.480  1.7660
N1 -3.344 2.197 -0.919  0.1534
C1 -2.154 1.661 -0.714  -0.7489
S1 -2.133 -0.141 -0.494  0.6744
N2 -1.072 2.372 -0.715  0.0040
N3 0.114 1.754 -0.421  -0.2017
C2 1.246 2.237 -0.951  -0.1082
C3 1.344 3.350 -1.844  -0.1562
C4 0.519 4.491 -1.712  0.0086
C5 0.651 5.543 -2.589  -0.0150
C6 1.556 5.469 -3.647  0.0187
C7 2.357 4.338 -3.808  -0.0188
C8 2.277 3.301 -2.910  -0.0169
C9 2.451 1.483 -0.521  -0.1790
C10 3.744 1.955 -0.635  0.0587
C11 4.801 1.175 -0.167  0.0610
C12 4.538 -0.055 0.420  0.0252
C13 3.224 -0.462 0.537  -0.0663
N4 2.198 0.285 0.081  -0.0950
H1 -4.169 1.625 -0.988  0.1208
H2 -3.437 3.189 -1.083  0.1451
H3 -0.169 4.559 -0.884  0.1133
H4 0.048 6.431 -2.458  0.1305
H5 1.637 6.291 -4.346  0.1356
H6 3.043 4.279 -4.642  0.1309
H7 2.880 2.416 -3.072  0.1249
H8 3.929 2.931 -1.059  0.1409
H9 5.818 1.533 -0.255  0.1494
H10 5.333 -0.682 0.798  0.1428
H11 2.974 -1.409 1.000  0.1282
N5 -0.195 -4.084 1.159  0.2608
C14 -0.042 -3.368 0.062  -0.5080
N6 -0.157 -3.905 -1.133  0.2692
O1 0.226 -2.085 0.159  -0.2749
H12 -0.395 -5.074 1.125  0.1623
H13 -0.115 -3.673 2.073  0.1467
H14 -0.358 -4.888 -1.259  0.1629
H15 -0.055 -3.347 -1.966  0.1543

Results
- net charge = +3
- energy relative to the best compared isomer or geometry (same formula, charge and spin) (eV) = 0.284
- spin multiplicity = 1

# C3H4O2Rh

A molecular structure, C3H4O2Rh in a non-equilibrium geometry (the ωB97M-V functional and the def2-TZVPD basis, OMol25).

Last column: Mulliken spin population.
Atoms and positions in Å:
O1 -0.586 -1.065 -0.468  0.5977
C1 -0.100 0.111 0.077  0.4415
Rh1 -0.411 2.192 -0.636  3.0104
O2 -0.871 0.962 0.699  0.6413
C2 0.705 -1.718 -0.323  0.0358
H1 0.608 -2.619 0.295  0.0073
H2 1.124 -1.964 -1.306  0.0208
C3 1.308 -0.487 0.359  0.1508
H3 1.472 -0.577 1.442  0.0578
H4 2.218 -0.083 -0.097  0.0366

Results
- net charge = +2
- energy relative to the best compared isomer or geometry (same formula, charge and spin) (eV) = 2.960
- spin multiplicity = 6

# C2H3ClFN

C2H3ClFN in the gas phase in a non-equilibrium geometry (the ωB97M-V functional and the def2-TZVPD basis, OMol25).

Last column: Löwdin charge in e.
Atoms and positions in Å:
C1 -1.211 0.006 -0.196  -0.0147
C2 0.978 0.247 0.910  -0.6990
N1 -0.020 -0.246 -0.494  -0.0115
F1 1.665 -0.879 1.008  -0.1098
Cl1 2.057 1.450 0.318  0.5475
H1 -1.923 -0.372 -0.877  0.0815
H2 -1.340 0.744 0.560  0.0782
H3 -0.205 -0.950 -1.230  0.1278

Results
- energy relative to the best compared isomer or geometry (same formula, charge and spin) (eV) = 3.201
- spin multiplicity = 1

What is the formula in the first record?
C44H55NO6PS